Entry 1:
Computed, not measured: an isolated ion of composition C7H17N2O3S2 and charge +1 at a distorted geometry, with the ωB97M-V functional and the def2-TZVPD basis.

- orbital gap (hartree) = 0.3718
- LUMO (eV) = -3.52
- total charge = +1

Atoms and positions in Å:
1 C 3.06734 -1.03817 0.32834
2 C 2.06615 -0.83211 -0.76514
3 C 2.41753 0.16255 -1.82288
4 N 0.97203 -1.49678 -0.93981
5 S 0.15427 -2.15481 0.33749
6 N 0.26273 -1.07622 1.61986
7 C -1.54367 -2.00208 -0.21704
8 C -1.97972 -0.79215 -1.06370
9 C -1.40176 0.58720 -0.74080
10 C -2.03319 1.23523 0.50175
11 S -0.90458 2.28007 1.39513
12 O 0.45087 2.03593 0.98579
13 O -1.20459 2.14373 2.78405
14 O -1.34266 3.69972 0.85711
15 H 3.76736 -1.80552 -0.01336
16 H 3.60283 -0.11475 0.53248
17 H 2.64386 -1.37754 1.26724
18 H 3.01087 -0.33587 -2.59702
19 H 1.52513 0.57873 -2.27883
20 H 3.06218 0.93140 -1.40403
21 H 0.60741 -1.60506 2.41881
22 H -0.65816 -0.73498 1.88494
23 H -2.11485 -2.11364 0.70820
24 H -1.71050 -2.91265 -0.79433
25 H -1.83410 -1.01535 -2.11787
26 H -3.06274 -0.73352 -0.91735
27 H -1.61878 1.22658 -1.59735
28 H -0.32280 0.59080 -0.63806
29 H -2.45195 0.51552 1.20573
30 H -2.86433 1.87111 0.19605
31 H -0.56217 4.28261 0.88463

=====

Entry 2:
Computed, not measured: one molecule with the formula C4H10N2O2 at a distorted geometry, with the ωB97M-V functional and the def2-TZVPD basis.

- relative energy (zero: lowest compared OMol25 entry of this formula, charge and spin) (eV) = 2.510
- orbital gap (hartree) = 0.3498
- LUMO (eV) = 0.84

Atoms and positions in Å:
1 N -1.82291 2.03107 -1.38334
2 C -0.67327 1.42646 -0.87278
3 O 0.40620 1.59912 -1.41858
4 C -0.85154 0.46442 0.22532
5 C 0.34082 -0.69080 0.24764
6 N 1.50762 0.05281 0.80026
7 C -0.07189 -1.87565 1.11804
8 O 1.12158 -2.61480 1.07811
9 H -1.66232 2.79964 -2.03741
10 H -2.78022 1.82685 -1.15225
11 H -0.77936 0.91807 1.28786
12 H -1.92984 0.16008 0.13383
13 H 0.57604 -1.14156 -0.73321
14 H 2.07359 -0.63578 1.26184
15 H 2.04288 0.83103 0.33862
16 H -0.12425 -1.74628 2.18153
17 H -1.04616 -2.26076 0.95454
18 H 1.14983 -3.15964 0.26063

=====

Entry 3:
Computed, not measured: one molecule with the formula C4H9NO at a distorted geometry, with the ωB97M-V functional and the def2-TZVPD basis.

- relative energy (zero: lowest compared OMol25 entry of this formula, charge and spin) (eV) = 4.396
- orbital gap (hartree) = 0.3262
- LUMO (eV) = 0.66

Atoms and positions in Å:
1 C -1.52385 0.91475 0.24433
2 C -1.02646 0.77511 -1.17214
3 N 0.31317 0.50290 -1.19019
4 C 0.42603 -0.84881 -0.59212
5 C 0.96919 -0.85638 0.84962
6 O 1.57540 0.35521 1.22777
7 H -0.77944 0.97264 1.05298
8 H -1.98897 1.90115 0.13267
9 H -2.34923 0.24984 0.52838
10 H -0.59372 -1.26219 -0.63860
11 H 0.69330 0.52757 -2.13242
12 H 1.00561 -1.46318 -1.28143
13 H 1.70371 -1.66500 0.93984
14 H 0.14013 -1.08223 1.53426
15 H 1.43511 0.97862 0.49707

=====

Entry 4:
Computed, not measured: one molecule with the formula C9H9N3O2S at a distorted geometry, with the ωB97M-V functional and the def2-TZVPD basis.

- relative energy (zero: lowest compared OMol25 entry of this formula, charge and spin) (eV) = 2.153
- orbital gap (hartree) = 0.3213
- LUMO (eV) = 0.48

Atoms and positions in Å:
1 O 2.47402 1.50349 1.77182
2 C 2.59077 1.31161 0.58931
3 O 3.26760 2.14219 -0.28084
4 C 2.28874 -0.06792 0.08706
5 S 2.05496 0.18092 -2.09600
6 N 3.32946 -0.93520 0.27312
7 N 2.78583 -2.14114 0.92497
8 C 1.53872 -2.01280 0.94827
9 N 1.20740 -0.77025 0.50335
10 C -0.19265 -0.30247 0.46943
11 C -0.48162 0.98547 0.11706
12 C -1.77746 1.37022 -0.10333
13 C -2.87907 0.61999 0.27960
14 C -2.53388 -0.73167 0.51796
15 C -1.18746 -1.20919 0.71541
16 H 3.31667 1.80376 -1.17012
17 H 3.39253 0.37176 -2.40575
18 H 4.28306 -0.54922 0.51446
19 H 0.90457 -2.81196 1.28113
20 H 0.31894 1.74657 -0.05647
21 H -1.83979 2.41559 -0.36201
22 H -3.82912 1.03311 0.15777
23 H -3.33981 -1.43079 0.46515
24 H -0.98266 -2.18125 1.05360

=====

Entry 5:
Computed, not measured: a 5-piece molecular cluster, CH14N2O4 overall, with the ωB97M-V functional and the def2-TZVPD basis.

- relative energy (zero: lowest compared OMol25 entry of this formula, charge and spin) (eV) = 0.699
- orbital gap (hartree) = 0.3832
- LUMO (eV) = 0.44

Atoms and positions in Å:
1 N -0.77958 -1.33031 0.43180
2 C -1.25788 -0.06054 1.00807
3 N -0.73595 0.32719 2.30286
4 H -1.34653 -2.12238 0.71578
5 H 0.14813 -1.45392 0.81381
6 H -2.34383 -0.12487 1.01892
7 H -0.95198 0.74170 0.33770
8 H 0.26028 0.18279 2.36376
9 H -1.23688 -0.11314 3.05557
10 O 1.78175 0.24530 -0.42268
11 H 1.22913 -0.03141 -1.16453
12 H 1.64237 1.20972 -0.42182
13 O 0.13856 2.98026 1.17179
14 H -0.61227 3.22634 0.62242
15 H -0.24268 2.35841 1.81549
16 O 3.27343 -1.43433 -2.79600
17 H 2.71036 -1.83674 -2.12939
18 H 3.25635 -0.49088 -2.58671
19 O -1.75138 -0.50159 -2.36289
20 H -1.08544 -0.40571 -1.66762
21 H -2.09599 -1.36589 -2.10631

=====

Entry 6:
Computed, not measured: C24H52ClGeN2O2PdSi3Te as an isolated structure at a distorted geometry, with the ωB97M-V functional and the def2-TZVPD basis.

- relative energy (zero: lowest compared OMol25 entry of this formula, charge and spin) (eV) = 2.365
- orbital gap (alpha / beta) (hartree) = 0.2169 / 0.2003
- LUMO (alpha / beta) (eV) = -1.36 / -1.80
- multiplicity = 2
- <S²> = 1.056

Atoms and positions in Å:
1 Pd -0.23899 0.24885 1.05319
2 N -1.05943 0.20680 -1.65589
3 C -1.96656 -0.75284 -2.27411
4 C -3.33235 -0.72922 -1.57685
5 C -3.17411 -0.75226 -0.06071
6 C -2.50556 -2.00746 0.49790
7 N -1.77917 -1.64114 1.71761
8 H -1.27788 1.14744 -1.97565
9 H -0.09083 0.01575 -1.90527
10 H -1.53662 -1.75133 -2.17802
11 H -2.11018 -0.56080 -3.35015
12 H -3.92305 -1.57909 -1.92432
13 H -3.85981 0.18954 -1.84456
14 H -4.14502 -0.59369 0.41433
15 H -2.51625 0.09119 0.20206
16 H -1.76314 -2.39735 -0.20138
17 H -3.25157 -2.79539 0.68075
18 H -1.20945 -2.42368 2.02765
19 H -2.44416 -1.44517 2.46498
20 Cl -0.24605 -4.51656 -1.94187
21 C 0.80810 -3.17944 -2.43282
22 C 1.16664 -2.23952 -1.27485
23 O 1.15122 -2.69635 -0.10252
24 O 1.49210 -1.09328 -1.56613
25 H 0.30855 -2.62898 -3.22923
26 H 1.72992 -3.61653 -2.81802
27 C 5.35114 -0.97922 1.55998
28 Si 4.00521 -1.15985 0.20403
29 C 4.26538 -2.86785 -0.62850
30 C 4.37020 0.20055 -1.09863
31 Ge 1.74856 -1.07834 1.13418
32 Si 1.52041 -2.62669 3.03968
33 C 0.21667 -1.87116 4.24831
34 C 3.11676 -2.84079 4.08229
35 C 0.95686 -4.41446 2.60905
36 Si 2.29008 1.14695 3.04168
37 C 3.63841 1.35739 4.39820
38 C 2.81402 2.29230 1.59125
39 C 0.64077 1.65789 3.87965
40 H 6.33524 -1.12803 1.12875
41 H 5.22782 -1.69505 2.36331
42 H 5.33282 0.01301 1.99469
43 H 5.29332 -3.21017 -0.54373
44 H 4.02260 -2.80895 -1.68709
45 H 3.62175 -3.62611 -0.19184
46 H 4.92363 -0.20403 -1.94133
47 H 4.95536 1.01239 -0.67854
48 H 3.44318 0.61009 -1.48608
49 H 0.69092 -1.55582 5.17103
50 H -0.56245 -2.58033 4.51130
51 H -0.25326 -0.99681 3.80125
52 H 3.58447 -1.88806 4.30474
53 H 3.84643 -3.46490 3.57638
54 H 2.87204 -3.31955 5.02500
55 H 0.18559 -4.43758 1.84452
56 H 0.57966 -4.94017 3.48449
57 H 1.79438 -4.98846 2.22252
58 H 4.62943 1.14556 4.01544
59 H 3.46723 0.71558 5.25462
60 H 3.63743 2.38259 4.75682
61 H 3.86213 2.15142 1.34804
62 H 2.66719 3.33565 1.85485
63 H 2.23295 2.08310 0.69476
64 H 0.59249 1.31996 4.90764
65 H -0.22659 1.25693 3.34259
66 H 0.54624 2.73977 3.87938
67 C -2.58621 6.00220 5.78201
68 C -2.17157 5.18648 4.59561
69 C -2.82808 4.01698 4.24717
70 C -2.44097 3.26653 3.14632
71 C -3.20271 2.02201 2.80091
72 C -1.36527 3.68947 2.35749
73 Te -0.90592 2.63292 0.54484
74 C -0.67473 4.84898 2.71546
75 C 0.52299 5.36329 1.97142
76 C -1.09419 5.57889 3.81938
77 H -3.54726 5.67005 6.16507
78 H -2.65824 7.05514 5.51586
79 H -1.84308 5.90837 6.57416
80 H -3.67858 3.69812 4.83343
81 H -3.90799 1.76744 3.58903
82 H -2.51943 1.17655 2.65339
83 H -3.75803 2.17061 1.87217
84 H 0.73202 4.74622 1.09998
85 H 1.40162 5.36436 2.61852
86 H 0.34933 6.38718 1.64428
87 H -0.57222 6.49336 4.06876

=====

We obtain DFT total energy values of -38319.9623; -11384.3931; -7827.9239; -28876.9214; -12434.3523; -136253.0220 eV for the records listed above, in that order.